A molecular structure, C13H22CaN6O4. Source: the OMol25 dataset; level of theory: the ωB97M-V functional and the def2-TZVPD basis.

Last column: Löwdin charge in e.
Geometry (Å):
Ca -1.170 -0.019 0.031  1.419
O -3.233 2.738 -2.033  0.061
C -2.468 2.219 -1.243  -0.625
O -2.796 1.546 -0.174  -0.240
C -0.937 2.199 -1.439  -0.646
O -0.232 3.132 -1.070  0.030
O -0.514 1.037 -1.837  -0.219
C 0.192 3.922 3.740  -0.001
N -0.069 2.523 3.452  -0.121
C -0.506 1.567 4.334  -0.061
C -0.696 0.435 3.599  -0.140
N -0.371 0.680 2.289  -0.054
C -0.003 1.947 2.239  -0.150
H 0.331 4.043 4.811  0.090
H -0.642 4.540 3.413  0.100
H 1.096 4.242 3.228  0.097
H -0.642 1.778 5.380  0.118
H -1.033 -0.531 3.935  0.099
H 0.288 2.490 1.348  0.134
C 3.734 0.190 -1.380  -0.041
C 2.971 -1.107 -1.137  -0.641
C 2.721 -1.813 -2.475  -0.046
C 3.756 -2.011 -0.191  -0.051
N 1.717 -0.694 -0.476  -0.084
N 0.753 -1.729 -0.254  -0.056
H 4.713 -0.018 -1.813  0.086
H 3.873 0.727 -0.442  0.086
H 3.184 0.837 -2.067  0.092
H 3.666 -1.961 -2.998  0.086
H 2.071 -1.209 -3.111  0.092
H 2.275 -2.802 -2.349  0.070
H 4.716 -2.280 -0.634  0.086
H 3.225 -2.944 0.013  0.071
H 3.939 -1.499 0.754  0.085
H 1.269 0.003 -1.075  0.068
H 1.080 -2.288 0.524  0.082
H 0.672 -2.345 -1.063  0.076
N -4.028 -0.800 -1.203  0.000
C -4.951 -1.529 -1.845  -0.080
C -4.468 -2.820 -1.917  -0.070
C -3.208 -2.760 -1.309  -0.162
N -2.959 -1.533 -0.865  -0.081
H -4.015 0.198 -0.974  0.125
H -5.866 -1.085 -2.195  0.122
H -4.950 -3.671 -2.361  0.092
H -2.485 -3.546 -1.162  0.100

HOMO level (eV): -7.811
Spin multiplicity: 1
LUMO energy (eV): 0.11
Relative energy (zero: lowest compared OMol25 entry of this formula, charge and spin) (kcal/mol): 2.84
Frontier orbital gap (eV): 7.92
Strongest force on any atom (hartree/bohr): 0.0100

7 unconnected molecules or ions with the total composition C13H22Cl12O9. Source: the OMol25 dataset; level of theory: the ωB97M-V functional and the def2-TZVPD basis.

Last column: Löwdin charge in e.
Geometry (Å):
C 18.713 11.075 12.441  0.014
O 19.844 10.554 11.621  -0.007
C 20.613 11.492 11.064  -0.604
O 20.385 12.660 10.947  0.118
O 21.820 11.006 10.656  -0.011
C 22.576 11.905 9.912  -0.068
H 18.041 10.194 12.513  0.102
H 18.135 11.857 11.964  0.084
H 19.193 11.371 13.377  0.100
H 23.478 11.439 9.604  0.086
H 22.842 12.739 10.564  0.105
H 21.989 12.189 9.075  0.086
C 16.570 8.843 8.978  0.025
O 16.105 10.109 9.614  0.005
C 16.418 11.202 8.969  -0.710
O 15.588 12.040 8.762  0.091
O 17.698 11.283 8.700  -0.021
C 18.095 12.346 7.887  -0.059
H 15.912 8.747 8.120  0.057
H 16.322 8.182 9.757  0.082
H 17.625 8.802 8.751  0.098
H 18.152 13.295 8.472  0.113
H 17.438 12.398 7.017  0.060
H 19.119 12.065 7.502  0.115
C 9.130 6.503 12.085  -0.013
O 9.311 6.319 10.657  0.000
C 10.206 7.071 10.018  -0.600
O 11.052 7.770 10.574  0.092
O 9.961 7.028 8.723  0.022
C 10.769 7.780 7.817  -0.050
H 8.181 6.061 12.361  0.090
H 9.056 7.538 12.306  0.083
H 9.909 6.009 12.648  0.093
H 10.832 7.338 6.870  0.067
H 11.838 7.852 8.112  0.088
H 10.468 8.835 7.761  0.085
Cl 16.219 10.175 5.783  0.581
C 14.475 10.362 6.171  -1.531
Cl 13.554 9.041 5.547  0.587
Cl 13.913 11.870 5.416  0.522
H 14.454 10.417 7.273  -0.004
Cl 16.150 17.502 6.759  0.512
C 15.130 16.432 7.746  -1.497
Cl 15.933 16.040 9.278  0.518
Cl 14.934 14.898 6.856  0.492
H 14.170 16.901 7.934  0.018
Cl 12.710 12.892 11.101  0.536
C 12.588 13.034 9.333  -1.471
Cl 11.646 14.460 8.914  0.555
Cl 11.829 11.501 8.744  0.518
H 13.541 13.021 8.820  -0.043
Cl 8.303 13.103 8.870  0.555
C 8.860 13.270 7.258  -1.625
Cl 8.481 14.882 6.644  0.520
Cl 8.179 12.031 6.177  0.513
H 9.927 13.163 7.293  -0.074

HOMO level (eV): -10.649
Spin multiplicity: 1
LUMO energy (eV): 0.35
Relative energy (zero: lowest compared OMol25 entry of this formula, charge and spin) (kcal/mol): 26.90
Frontier orbital gap (eV): 11.00
Strongest force on any atom (hartree/bohr): 0.0584

- Look up the spin multiplicity of the second one.
  1

- Number 2 is which compound?
  C13H22Cl12O9